Entry 1:
One molecule with the formula C5H8O2, computed with ωB97M-V with the def2-TZVPD basis set.

```
! wB97M-V def2-TZVPD RIJCOSX def2/J DEFGRID3
* xyz 0 1
C 1.7183 -0.8694 -1.8250
C 0.6682 -0.5382 -1.3370
C -0.6534 -0.2493 -0.7543
O -1.0704 1.1056 -0.9486
C -0.7031 -0.5247 0.7509
C 0.2977 0.2734 1.5959
O 0.4189 1.6339 1.2540
H 2.6509 -1.1741 -2.2482
H -1.3775 -0.9101 -1.2515
H -0.8563 1.3790 -1.8496
H -1.7302 -0.3228 1.0741
H -0.5140 -1.5939 0.9048
H -0.0275 0.2043 2.6435
H 1.2865 -0.2041 1.5346
H -0.1080 1.7904 0.4565
*
```

## Properties
- Molar mass: 100.1 g mol⁻¹
- Lowest unoccupied orbital energy: 0.68 eV
- Energy above the lowest of the compared OMol25 structures with the same formula, charge and spin: 242.7 kJ/mol
- SMILES: C#C[C@H](O)CCO

=====

Entry 2:
One molecule with the formula C5H8O2, computed with ωB97M-V with the def2-TZVPD basis set.

```
! wB97M-V def2-TZVPD RIJCOSX def2/J DEFGRID3
* xyz 0 1
C 1.7443 0.6071 0.1017
C 0.6885 -0.1654 -0.1314
C 0.5344 -1.5604 0.4151
C -0.3749 0.3099 -1.0843
O -1.7205 0.2905 -0.5661
C -1.9560 0.9758 0.5593
O -1.1380 1.5067 1.2607
H 2.5848 0.2621 0.6951
H 1.7870 1.6214 -0.2868
H -0.5159 -1.8124 0.5954
H 1.0740 -1.6760 1.3574
H 0.9260 -2.2984 -0.2941
H -0.4467 -0.3757 -1.9342
H -0.1510 1.3186 -1.4528
H -3.0360 0.9960 0.7649
*
```

## Properties
- Molar mass: 100.1 g mol⁻¹
- Lowest unoccupied orbital energy: 0.90 eV
- Energy above the lowest of the compared OMol25 structures with the same formula, charge and spin: 86.9 kJ/mol
- SMILES: C=C(C)COC=O

=====

Entry 3:
C5H8O2 as an isolated structure, computed with ωB97M-V with the def2-TZVPD basis set.

```
! wB97M-V def2-TZVPD RIJCOSX def2/J DEFGRID3
* xyz 0 1
C 1.5184 -0.4567 -0.0248
C -0.7985 -1.1018 -0.8131
C -0.5174 0.8875 0.7948
C 0.0933 0.0045 -0.2767
C -0.5049 1.9009 -0.0695
O -0.9008 0.6898 2.0791
O 0.0563 1.1860 -1.1332
H -0.7329 -0.2267 2.3230
H -0.7691 2.9347 -0.1372
H 2.1210 0.3759 0.3297
H 1.5304 -1.2502 0.7194
H -0.8626 -1.9147 -0.0928
H -0.3875 -1.4841 -1.7439
H -1.7959 -0.7143 -1.0055
H 1.9503 -0.8307 -0.9494
*
```

## Properties
- Molar mass: 100.1 g mol⁻¹
- Lowest unoccupied orbital energy: 0.60 eV
- Energy above the lowest of the compared OMol25 structures with the same formula, charge and spin: 204.5 kJ/mol

=====

Entry 4:
C5H8O2 as an isolated structure, computed with ωB97M-V with the def2-TZVPD basis set.

```
! wB97M-V def2-TZVPD RIJCOSX def2/J DEFGRID3
* xyz 0 1
O 2.1368 -0.3566 -0.0245
C 0.9954 -0.0227 -0.2098
C 0.4474 1.3031 -0.7507
C -1.0180 0.8496 -0.7964
C -1.2645 0.2153 0.5820
C -0.3126 -0.8132 -0.0552
O -0.8968 -0.4948 -1.3501
H 1.9706 -2.0602 1.3963
H 1.6842 -2.4549 1.9603
H 0.6523 2.1296 -0.0625
H 0.8620 1.5348 -1.7345
H -1.7491 1.4731 -1.3113
H -0.9597 0.7562 1.4836
H -2.2747 -0.1886 0.6719
H -0.2737 -1.8708 0.2010
*
```

## Properties
- Molar mass: 100.1 g mol⁻¹
- Lowest unoccupied orbital energy: 0.93 eV
- Energy above the lowest of the compared OMol25 structures with the same formula, charge and spin: 265.0 kJ/mol

=====

Entry 5:
One molecule with the formula C5H8O2, computed with ωB97M-V with the def2-TZVPD basis set.

```
! wB97M-V def2-TZVPD RIJCOSX def2/J DEFGRID3
* xyz 0 1
C -0.9340 0.8788 1.2795
C -0.1234 0.0013 0.6956
C 0.4041 -1.2507 1.3551
C 0.3471 0.2231 -0.7111
O 1.6044 0.7971 -0.7088
C -0.5595 0.3605 -1.8518
O 0.1596 -0.8585 -1.5946
H -1.2685 0.7485 2.3066
H -1.2858 1.7643 0.7542
H -0.3303 -2.0617 1.2870
H 0.6265 -1.0790 2.4124
H 1.3177 -1.5936 0.8599
H 1.9064 0.8586 -1.6261
H -1.6397 0.3101 -1.7190
H -0.2244 0.9013 -2.7389
*
```

## Properties
- Molar mass: 100.1 g mol⁻¹
- Lowest unoccupied orbital energy: 0.90 eV
- Energy above the lowest of the compared OMol25 structures with the same formula, charge and spin: 188.9 kJ/mol
- SMILES: C=C(C)[C@]1(O)CO1

=====

Entry 6:
A 2-piece molecular cluster, C5H8O2 overall, computed with ωB97M-V with the def2-TZVPD basis set.

```
! wB97M-V def2-TZVPD RIJCOSX def2/J DEFGRID3
* xyz 0 1
C -0.1355 -2.1332 0.2466
C -0.4206 -1.0226 0.9106
O 0.5594 -0.2461 1.4706
C 0.5171 1.0772 0.9559
C 0.7454 1.3885 -0.4931
C -0.4734 1.4501 -0.0481
O -1.7716 1.6916 -0.2422
H 0.8962 -2.4590 0.1663
H -0.9068 -2.7123 -0.2466
H -1.4403 -0.6559 1.0447
H 0.8886 1.7567 1.7222
H 1.4770 1.5667 -1.2620
H -1.8838 1.9350 -1.1724
H 0.8284 -1.1495 -1.4441
H 1.1199 -0.4872 -1.6083
*
```

## Properties
- Molar mass: 100.1 g mol⁻¹
- Lowest unoccupied orbital energy: 0.61 eV
- Energy above the lowest of the compared OMol25 structures with the same formula, charge and spin: 498.5 kJ/mol
- SMILES: C=CO[C@H]1C=C1O.[H][H]

=====

Entry 7:
One molecule with the formula C5H8O2, computed with ωB97M-V with the def2-TZVPD basis set.

```
! wB97M-V def2-TZVPD RIJCOSX def2/J DEFGRID3
* xyz 0 1
O -1.7018 -2.1340 0.1450
C -1.2448 -1.0262 0.0653
C -1.8710 0.2638 -0.4107
C -0.5349 0.9969 -0.2355
C 0.1243 -0.2939 0.3077
C 1.5487 -0.5452 -0.1827
O 2.3194 0.4669 0.4611
H -1.9895 -0.0069 -1.4652
H -2.7675 0.6707 0.0688
H -0.5181 1.8541 0.4387
H -0.1418 1.3181 -1.2047
H 0.1862 -0.2612 1.4025
H 1.9174 -1.5424 0.0878
H 1.6196 -0.4365 -1.2756
H 3.1111 0.6541 -0.0550
*
```

## Properties
- Molar mass: 100.1 g mol⁻¹
- Lowest unoccupied orbital energy: 0.80 eV
- Energy above the lowest of the compared OMol25 structures with the same formula, charge and spin: 151.8 kJ/mol
- SMILES: O=C1CC[C@@H]1CO

=====

Entry 8:
One molecule with the formula C5H8O2, computed with ωB97M-V with the def2-TZVPD basis set.

```
! wB97M-V def2-TZVPD RIJCOSX def2/J DEFGRID3
* xyz 0 1
C -1.3928 0.3684 -1.0250
C -0.6805 -0.2771 0.1519
C 0.4351 0.5737 0.8550
O 0.6122 1.9148 0.5192
C 1.4558 -0.4999 0.5108
O 1.4515 -0.8632 -0.8603
C 0.4049 -1.3466 -0.0452
H -2.0588 -0.3332 -1.5361
H -0.6870 0.7604 -1.7639
H -1.9981 1.2113 -0.6702
H -1.4078 -0.6399 0.8833
H 0.3133 0.5146 1.9393
H 0.9198 1.9530 -0.3954
H 2.0846 -1.0713 1.1684
H 0.5112 -2.3246 0.3875
*
```

## Properties
- Molar mass: 100.1 g mol⁻¹
- Lowest unoccupied orbital energy: 0.96 eV
- Energy above the lowest of the compared OMol25 structures with the same formula, charge and spin: 283.9 kJ/mol
- SMILES: C[C@@H]1[C@H](O)[C@@H]2O[C@H]12

=====

Entry 9:
One molecule with the formula C5H8O2, computed with ωB97M-V with the def2-TZVPD basis set.

```
! wB97M-V def2-TZVPD RIJCOSX def2/J DEFGRID3
* xyz 0 1
C -2.5692 -0.9234 -0.7276
C -1.7038 -0.2811 0.0217
C -0.4118 -0.2693 0.2802
O 0.1194 -0.9193 1.3583
C 0.5901 0.3557 -0.6332
C 1.5826 1.2395 0.1051
O 2.4636 0.4807 0.8974
H -2.1387 -1.7314 -1.3145
H -3.6294 -0.7334 -0.8164
H -0.6155 -1.3260 1.8413
H 1.1359 -0.4591 -1.1340
H 0.0448 0.9121 -1.4010
H 2.1920 1.7860 -0.6174
H 1.0221 1.9775 0.7021
H 1.9180 -0.1087 1.4379
*
```

## Properties
- Molar mass: 100.1 g mol⁻¹
- Lowest unoccupied orbital energy: 0.63 eV
- Energy above the lowest of the compared OMol25 structures with the same formula, charge and spin: 254.0 kJ/mol
- SMILES: C=C=C(O)CCO

=====

Entry 10:
C5H8O2 as an isolated structure, computed with ωB97M-V with the def2-TZVPD basis set.

```
! wB97M-V def2-TZVPD RIJCOSX def2/J DEFGRID3
* xyz 0 1
O -1.7109 0.4274 0.6445
C -0.7288 -0.5676 0.6337
C -0.5197 -1.0951 -0.8141
C 0.2521 0.0417 -1.4186
C 1.1274 0.7516 -0.6345
C 0.5791 0.1420 1.0834
O 0.4680 1.2657 1.6345
H -1.2670 1.1526 1.1474
H -0.9663 -1.3867 1.3330
H 0.0127 -2.0515 -0.8276
H -1.4913 -1.2222 -1.3156
H -0.1284 0.5439 -2.3037
H 2.1761 0.6698 -0.4106
H 0.7995 1.7962 -0.5608
H 1.3927 -0.5461 1.3844
*
```

## Properties
- Molar mass: 100.1 g mol⁻¹
- Lowest unoccupied orbital energy (alpha / beta): -1.02 / -0.54 eV
- Energy above the lowest of the compared OMol25 structures with the same formula, charge and spin: 400.5 kJ/mol

=====

Number 1: E -9407.3171 eV. Number 2: E -9408.9316 eV. Number 3: E -9407.7128 eV. Number 4: E -9407.0857 eV. Number 5: E -9407.8743 eV. Number 6: E -9404.6658 eV. Number 7: E -9408.2593 eV. Number 8: E -9406.8897 eV. Number 9: E -9407.2000 eV. Number 10: E -9405.6809 eV.